# 1
Entry from the Open Molecules 2025 dataset: a cluster of 7 separate species, C35H78O12 in total at a distorted geometry (wB97M-V/def2-TZVPD).

Geometry as XYZ:
```
125
Properties=species:S:1:pos:R:3:lowdin_charge:R:1
C 2.109 -5.448 4.787 -0.02
C 0.942 -4.843 5.814 -0.26
O -0.248 -5.479 5.758 -0.04
O 1.193 -3.652 6.691 -0.12
C 0.426 -2.554 6.067 -0.19
C 0.631 -1.086 6.770 -0.15
C 2.171 -0.489 6.660 -0.12
C 2.103 0.845 5.653 -0.33
C 3.626 1.358 5.230 -0.04
O 1.246 1.909 6.197 -0.07
C 0.986 2.978 5.221 -0.19
O 1.172 4.258 5.646 -0.02
C 0.454 2.798 3.681 -0.08
O 1.535 2.731 2.674 -0.09
C 1.351 1.607 1.743 -0.26
C 0.956 1.869 0.139 -0.01
O 1.525 0.297 2.063 -0.05
H 3.124 -5.481 5.377 0.09
H 2.155 -4.729 3.847 0.10
H 1.819 -6.520 4.371 0.10
H -0.721 -2.845 6.197 0.13
H 0.621 -2.572 4.902 0.15
H -0.108 -0.322 6.254 0.12
H 0.335 -1.094 7.922 0.13
H 2.850 -1.277 6.087 0.13
H 2.576 -0.204 7.722 0.13
H 1.604 0.456 4.666 0.13
H 3.739 2.525 5.208 0.08
H 4.398 0.890 6.007 0.09
H 3.883 0.982 4.130 0.10
H -0.248 1.836 3.679 0.15
H -0.236 3.740 3.437 0.16
H 1.420 2.870 -0.250 0.09
H 1.499 0.993 -0.448 0.11
H -0.209 1.792 0.044 0.10
C -1.317 5.357 -2.547 -0.08
C -0.160 4.483 -3.006 -0.28
O -0.527 3.123 -3.221 -0.18
C -1.530 2.884 -4.206 -0.28
C -1.145 3.372 -5.592 -0.08
H -1.753 4.959 -1.622 0.08
H -0.973 6.380 -2.363 0.08
H -2.115 5.402 -3.290 0.07
H 0.609 4.482 -2.228 0.11
H 0.311 4.894 -3.904 0.11
H -2.484 3.317 -3.886 0.11
H -1.681 1.799 -4.243 0.12
H -0.988 4.453 -5.617 0.07
H -1.931 3.130 -6.313 0.08
H -0.212 2.899 -5.919 0.08
C 0.454 2.862 -10.302 -0.08
C -0.784 2.017 -10.049 -0.27
O -1.860 2.747 -9.466 -0.17
C -2.362 3.848 -10.220 -0.28
C -2.900 3.451 -11.584 -0.08
H 0.804 3.318 -9.368 0.08
H 1.259 2.246 -10.717 0.08
H 0.258 3.672 -11.007 0.06
H -0.527 1.221 -9.344 0.10
H -1.117 1.521 -10.966 0.11
H -1.596 4.626 -10.308 0.10
H -3.179 4.285 -9.632 0.12
H -2.125 3.015 -12.219 0.06
H -3.306 4.325 -12.102 0.08
H -3.696 2.705 -11.479 0.08
C 4.367 5.769 6.113 -0.07
C 5.608 5.348 5.342 -0.28
O 5.373 5.157 3.949 -0.17
C 4.904 6.291 3.223 -0.28
C 5.859 7.472 3.264 -0.08
H 3.569 5.026 5.989 0.05
H 4.595 5.867 7.179 0.08
H 3.977 6.727 5.766 0.07
H 5.956 4.388 5.735 0.11
H 6.425 6.058 5.493 0.10
H 3.907 6.577 3.573 0.11
H 4.785 5.970 2.182 0.12
H 6.011 7.841 4.281 0.06
H 5.469 8.298 2.662 0.08
H 6.840 7.184 2.871 0.08
C -5.382 -1.207 3.755 -0.08
C -3.862 -1.238 3.744 -0.28
O -3.295 -1.673 4.977 -0.17
C -3.646 -2.986 5.409 -0.27
C -3.243 -4.073 4.427 -0.08
H -5.747 -0.557 4.560 0.08
H -5.763 -0.833 2.799 0.08
H -5.809 -2.199 3.919 0.06
H -3.493 -0.222 3.570 0.11
H -3.486 -1.848 2.918 0.10
H -4.716 -3.035 5.635 0.11
H -3.123 -3.155 6.357 0.11
H -3.741 -3.959 3.462 0.06
H -3.501 -5.060 4.825 0.08
H -2.163 -4.041 4.244 0.07
C -1.289 -8.417 3.645 -0.08
C -2.752 -8.786 3.833 -0.27
O -3.652 -7.738 3.481 -0.17
C -3.599 -7.283 2.131 -0.29
C -3.904 -8.371 1.115 -0.08
H -1.040 -7.527 4.235 0.06
H -0.643 -9.242 3.962 0.08
H -1.056 -8.193 2.602 0.06
H -2.924 -9.006 4.891 0.12
H -3.002 -9.699 3.284 0.10
H -2.631 -6.814 1.929 0.11
H -4.351 -6.492 2.037 0.12
H -3.179 -9.187 1.158 0.06
H -3.888 -7.959 0.101 0.08
H -4.894 -8.802 1.302 0.08
C 0.592 -3.338 -8.908 -0.08
C 1.064 -1.894 -8.961 -0.28
O 0.221 -0.994 -8.245 -0.18
C 0.072 -1.241 -6.848 -0.27
C 1.383 -1.186 -6.082 -0.08
H -0.427 -3.422 -9.303 0.08
H 1.254 -3.977 -9.502 0.08
H 0.581 -3.726 -7.888 0.06
H 1.063 -1.562 -10.004 0.12
H 2.097 -1.803 -8.611 0.11
H -0.442 -2.194 -6.686 0.11
H -0.595 -0.461 -6.462 0.12
H 2.087 -1.949 -6.421 0.06
H 1.205 -1.344 -5.013 0.08
H 1.865 -0.212 -6.217 0.08
```

ΔE to the lowest compared entry with this formula, charge and spin = 0.0 kcal/mol
2S+1 = 1
frontier orbital gap = 9.52 eV
LUMO level = 0.05 eV


# 2
Entry from the Open Molecules 2025 dataset: a structure of composition C21H31NO3Si2Sr at a distorted geometry (wB97M-V/def2-TZVPD).

Geometry as XYZ:
```
59
Properties=species:S:1:pos:R:3:lowdin_charge:R:1
Sr -0.303 0.144 0.118 1.60
C 1.008 7.110 1.279 -0.07
O 2.224 6.555 0.800 -0.07
C 2.224 5.255 0.434 -0.28
C 3.466 4.779 -0.048 -0.01
C 3.552 3.480 -0.442 -0.04
C 2.458 2.573 -0.377 -0.11
C 2.641 1.255 -0.928 -0.38
C 3.940 0.862 -1.588 -0.02
O 1.747 0.378 -0.936 -0.20
C 1.207 3.071 0.131 -0.35
O 0.152 2.341 0.250 -0.31
C 1.122 4.437 0.500 0.05
H 1.225 8.151 1.498 0.09
H 0.683 6.601 2.189 0.10
H 0.224 7.046 0.522 0.10
H 4.304 5.459 -0.100 0.11
H 4.502 3.128 -0.820 0.10
H 4.203 1.538 -2.401 0.09
H 3.829 -0.147 -1.976 0.08
H 4.768 0.878 -0.877 0.09
H 0.162 4.778 0.855 0.11
C -5.141 -1.287 -2.019 -0.18
Si -3.469 -0.523 -1.627 0.37
C -3.697 1.325 -1.888 -0.18
C -2.293 -1.121 -2.973 -0.17
C -2.730 -0.906 -0.012 -0.51
C -2.151 -2.285 0.055 -0.43
C -2.929 -3.456 0.017 -0.04
C -2.344 -4.701 0.072 -0.06
C -0.961 -4.805 0.170 -0.08
C -0.242 -3.630 0.207 -0.15
N -0.798 -2.416 0.152 -0.02
Si -3.522 -0.413 1.546 0.37
C -3.767 1.446 1.673 -0.17
C -5.193 -1.177 1.925 -0.17
C -2.372 -0.884 2.972 -0.18
H -5.478 -0.981 -3.014 0.03
H -5.906 -0.981 -1.300 0.02
H -5.100 -2.380 -2.010 0.02
H -3.945 1.525 -2.934 0.03
H -2.802 1.905 -1.644 0.03
H -4.509 1.730 -1.279 0.02
H -2.703 -0.929 -3.968 0.03
H -2.108 -2.197 -2.889 0.03
H -1.313 -0.629 -2.940 0.02
H -4.004 -3.352 -0.057 0.11
H -2.958 -5.594 0.039 0.11
H -0.457 -5.759 0.216 0.10
H 0.841 -3.654 0.282 0.11
H -4.565 1.797 1.013 0.02
H -2.871 2.018 1.412 0.02
H -4.047 1.719 2.695 0.03
H -5.928 -0.929 1.155 0.02
H -5.578 -0.815 2.883 0.03
H -5.134 -2.267 1.984 0.02
H -1.409 -0.356 2.958 0.01
H -2.148 -1.955 2.969 0.03
H -2.830 -0.638 3.934 0.03
```

ΔE to the lowest compared entry with this formula, charge and spin = 2.5 kcal/mol
2S+1 = 1
frontier orbital gap = 7.33 eV
LUMO level = 0.10 eV


# 3
Entry from the Open Molecules 2025 dataset: the ion C6H14N4 with charge +2 at a distorted geometry (wB97M-V/def2-TZVPD).

Geometry as XYZ:
```
24
Properties=species:S:1:pos:R:3:lowdin_charge:R:1
C -0.636 -0.082 1.950 -0.03
C 0.022 -0.939 0.799 -0.03
C 0.555 0.091 -0.211 -0.36
C -0.501 1.175 -0.001 -0.32
C 0.270 -0.293 -1.746 0.04
C 2.040 0.619 -0.031 0.04
N -1.459 0.667 1.055 0.11
N -0.590 2.348 -0.338 0.22
N -1.376 -1.553 0.273 0.17
N -2.202 -0.332 0.486 0.14
H -1.034 -0.624 2.739 0.13
H 0.056 0.591 2.463 0.17
H 0.486 -1.831 1.191 0.17
H 0.202 0.527 -2.339 0.06
H -0.856 -0.751 -1.862 0.13
H 0.901 -1.034 -2.169 0.09
H 2.383 1.133 -0.896 0.08
H 2.749 -0.267 -0.090 0.13
H 1.925 1.171 0.950 0.12
H 0.128 2.916 -0.814 0.18
H -1.377 2.937 -0.066 0.17
H -1.450 -1.796 -0.727 0.17
H -1.568 -2.361 0.922 0.22
H -2.981 -0.382 1.099 0.18
```

expectation value of S² = 2.007
ΔE to the lowest compared entry with this formula, charge and spin = 137.5 kcal/mol
charge = +2
2S+1 = 3
frontier orbital gap (spin up / spin down) = 7.40 / 6.13 eV
LUMO level (spin up / spin down) = -7.08 / -13.50 eV


# 4
Entry from the Open Molecules 2025 dataset: an isolated molecule of C4H10IP at a distorted geometry (wB97M-V/def2-TZVPD).

Geometry as XYZ:
```
16
Properties=species:S:1:pos:R:3:lowdin_charge:R:1
C -0.387 -1.801 -0.962 -0.16
C -0.383 -0.237 1.034 -0.14
C 0.108 2.557 -0.607 -0.45
C 0.118 -0.508 -0.369 -0.61
P -0.257 1.076 -1.645 0.47
I 1.763 0.993 -2.991 0.34
H -1.469 -1.872 -0.900 0.07
H -0.082 -1.902 -2.000 0.06
H 0.044 -2.632 -0.406 0.08
H -1.466 -0.312 1.096 0.08
H -0.077 0.747 1.384 0.05
H 0.050 -0.969 1.714 0.08
H 0.044 3.422 -1.269 0.02
H 1.087 2.530 -0.136 0.03
H -0.674 2.647 0.145 0.02
H 1.215 -0.523 -0.348 0.06
```

ΔE to the lowest compared entry with this formula, charge and spin = 0.0 kcal/mol
2S+1 = 1
frontier orbital gap = 8.89 eV
LUMO level = 0.38 eV


# 5
Entry from the Open Molecules 2025 dataset: an isolated molecule of C5H11NO at a distorted geometry (wB97M-V/def2-TZVPD).

Geometry as XYZ:
```
18
Properties=species:S:1:pos:R:3:lowdin_charge:R:1
C -0.676 -1.405 -1.645 0.00
C -0.753 0.116 -1.451 -0.53
N -0.584 0.734 -0.246 0.06
C -0.094 0.032 0.923 -0.23
C 1.262 0.604 1.559 -0.18
C 1.499 -0.521 2.710 -0.11
O -0.963 0.807 -2.436 0.02
H -1.343 -1.577 -2.489 0.09
H -0.940 -1.927 -0.711 0.08
H 0.260 -1.667 -2.052 0.07
H -0.705 1.733 -0.179 0.15
H 0.216 -0.993 0.699 0.10
H -0.841 0.000 1.744 0.12
H 1.131 1.567 2.089 0.09
H 2.052 0.670 0.783 0.10
H 2.148 -1.295 2.334 0.05
H 1.916 -0.113 3.606 0.04
H 0.503 -0.965 3.068 0.09
```

ΔE to the lowest compared entry with this formula, charge and spin = 21.7 kcal/mol
2S+1 = 1
frontier orbital gap = 10.32 eV
LUMO level = 0.92 eV


# 6
Entry from the Open Molecules 2025 dataset: a structure of composition C22H49N2P3SSeV at a distorted geometry (wB97M-V/def2-TZVPD).

Geometry as XYZ:
```
79
Properties=species:S:1:pos:R:3:lowdin_charge:R:1
V -0.321 0.258 0.309 0.16
P 0.737 -1.841 -0.571 0.78
P 0.633 -0.309 2.515 0.76
P -0.033 1.356 -1.899 0.80
H 0.664 3.281 2.074 0.10
C 0.270 3.114 1.053 0.08
C -0.780 2.189 0.879 -0.37
H -0.818 1.504 1.766 0.00
C 2.496 -2.230 -0.977 -0.24
C 0.403 -3.366 0.451 -0.24
C 0.002 -2.480 -2.168 -0.24
C 0.803 1.045 3.760 -0.23
C -0.695 -1.264 3.359 -0.22
C 2.141 -1.260 2.961 -0.22
C -0.065 3.184 -2.134 -0.22
C -1.450 0.784 -2.920 -0.25
C 1.394 0.942 -2.977 -0.22
H 0.196 4.026 0.437 0.09
H -1.675 2.581 0.361 0.07
H 2.600 -3.274 -1.337 0.09
H 3.120 -2.093 -0.083 0.04
H 2.860 -1.547 -1.758 0.05
H 0.455 -4.264 -0.197 0.08
H -0.580 -3.334 0.940 0.02
H 1.151 -3.465 1.252 0.04
H 0.336 -3.525 -2.315 0.07
H 0.345 -1.898 -3.034 0.04
H -1.097 -2.476 -2.161 0.03
H 0.944 0.589 4.752 0.08
H -0.091 1.680 3.764 0.06
H 1.652 1.688 3.505 0.05
H -0.351 -1.461 4.386 0.08
H -0.905 -2.210 2.843 0.04
H -1.622 -0.671 3.379 0.06
H 2.179 -1.317 4.062 0.08
H 3.032 -0.736 2.580 0.03
H 2.141 -2.278 2.555 0.04
H -0.148 3.427 -3.208 0.08
H 0.865 3.614 -1.729 0.05
H -0.917 3.640 -1.604 0.06
H -1.658 1.514 -3.711 0.07
H -2.357 0.676 -2.306 -0.03
H -1.223 -0.186 -3.378 0.05
H 1.405 1.617 -3.847 0.08
H 1.343 -0.095 -3.336 0.04
H 2.316 1.082 -2.397 0.02
C 4.132 2.842 -0.430 -0.61
C 3.462 4.027 -0.094 -0.14
C 4.167 5.236 -0.248 -0.05
C 5.454 5.206 -0.829 -0.04
C 6.054 4.003 -1.248 -0.04
C 5.376 2.814 -1.054 -0.14
Se 3.658 1.161 0.375 0.85
H 3.883 1.771 1.728 -0.08
H 2.463 3.957 0.359 0.06
H 3.732 6.186 0.096 0.12
H 6.040 6.132 -0.957 0.13
H 7.046 3.996 -1.707 0.13
H 5.807 1.841 -1.263 0.10
C -3.905 -4.314 -1.299 -0.05
C -3.778 -3.520 0.012 -0.20
N -3.107 -2.240 -0.201 0.05
C -3.444 -1.092 0.396 -0.67
S -2.657 0.364 0.015 0.84
N -4.624 -1.019 1.098 -0.02
C -5.869 -1.049 0.294 -0.22
C -6.992 -1.120 1.313 -0.06
H -4.569 -3.800 -2.015 0.09
H -4.315 -5.312 -1.083 0.10
H -2.935 -4.478 -1.766 0.07
H -4.768 -3.345 0.466 0.12
H -3.174 -4.072 0.751 0.13
H -2.177 -2.251 -0.625 0.08
H -4.658 -0.198 1.709 0.14
H -5.896 -0.130 -0.318 0.13
H -5.866 -1.928 -0.361 0.11
H -7.212 -0.132 1.712 0.09
H -7.906 -1.511 0.872 0.09
H -6.689 -1.765 2.147 0.09
```

expectation value of S² = 2.044
ΔE to the lowest compared entry with this formula, charge and spin = 28.3 kcal/mol
charge = +3
2S+1 = 3
frontier orbital gap (spin up / spin down) = 5.25 / 5.73 eV
LUMO level (spin up / spin down) = -10.70 / -10.23 eV